Formula: C6H7BrNO
Source: the OMol25 dataset
Level of theory: the ωB97M-V functional and the def2-TZVPD basis

Computed properties:
LUMO in eV: -4.5
HOMO in Eh: -0.5004
Energy relative to the best compared isomer or geometry (same formula, charge and spin) in kcal per mole: 95.21
HOMO-LUMO gap in eV: 9.10
Max |F| in eV/Å: 5.451
Charge: +1

Each line ends with the natural charge from an NBO analysis.
Atoms and positions in Å:
C  1.04  -2.17  0.45  -0.124
C  0.62  -1.84  -0.80  -0.236
C  0.95  -1.33  1.66  -0.318
C  -0.13  -0.53  -1.01  0.078
C  0.50  -0.10  1.54  0.096
C  -1.36  2.39  -0.86  -0.295
N  -0.12  0.40  -0.12  0.046
O  -0.64  1.57  0.10  -0.313
Br  0.12  1.24  2.69  0.306
H  1.69  -3.11  0.67  0.263
H  0.85  -2.43  -1.69  0.267
H  1.56  -1.49  2.55  0.291
H  -0.60  -0.53  -1.98  0.248
H  -2.55  2.23  -0.73  0.240
H  -0.92  2.35  -1.91  0.220
H  -1.01  3.34  -0.55  0.232

---

Formula: C6H7BrS
Source: the OMol25 dataset
Level of theory: the ωB97M-V functional and the def2-TZVPD basis

Computed properties:
LUMO in eV: 0.5
HOMO in Eh: -0.3147
Energy relative to the best compared isomer or geometry (same formula, charge and spin) in kcal per mole: 59.15
HOMO-LUMO gap in eV: 9.05
Max |F| in eV/Å: 5.408
Charge: 0

Each line ends with the natural charge from an NBO analysis.
Atoms and positions in Å:
C  -1.65  0.05  -0.20  -0.219
C  -1.20  -1.23  -0.69  -0.291
C  -1.07  0.94  0.67  -0.168
C  0.14  -1.49  -0.59  -0.095
C  0.33  0.67  1.18  -0.551
C  1.19  0.23  0.01  -0.273
S  1.40  1.41  -1.32  0.073
Br  2.75  -0.50  0.69  0.067
H  -2.61  0.48  -0.60  0.215
H  -1.86  -2.01  -0.94  0.225
H  -1.76  1.76  0.98  0.226
H  0.93  -2.10  -0.94  0.206
H  0.98  1.34  1.71  0.234
H  0.24  -0.16  1.90  0.243
H  2.19  0.61  -1.86  0.106

---

Formula: C6H7Cl
Source: the OMol25 dataset
Level of theory: the ωB97M-V functional and the def2-TZVPD basis

Computed properties:
LUMO in eV: 0.9
HOMO in Eh: -0.3442
Energy relative to the best compared isomer or geometry (same formula, charge and spin) in kcal per mole: 70.91
HOMO-LUMO gap in eV: 10.28
Max |F| in eV/Å: 3.771
SMILES string: C=C(Cl)CC1=CC1
Charge: 0

Each line ends with the natural charge from an NBO analysis.
Atoms and positions in Å:
C  -0.83  -0.83  -2.08  -0.428
C  0.04  -0.22  -1.34  0.040
C  0.78  -0.73  -0.19  -0.510
C  -0.11  -0.01  2.14  -0.172
C  -0.03  1.38  1.48  -0.423
C  0.31  -0.01  0.94  0.014
Cl  0.30  1.53  -1.56  -0.044
H  -1.35  -0.26  -2.94  0.226
H  0.43  -1.82  -0.19  0.242
H  1.92  -0.63  -0.44  0.250
H  -0.17  -0.35  3.16  0.226
H  -0.91  -1.91  -2.09  0.214
H  -1.00  1.76  1.24  0.177
H  0.63  2.09  1.87  0.186

---

Formula: C6H7Cl
Source: the OMol25 dataset
Level of theory: the ωB97M-V functional and the def2-TZVPD basis

Computed properties:
LUMO in eV: 0.3
HOMO in Eh: -0.3377
Energy relative to the best compared isomer or geometry (same formula, charge and spin) in kcal per mole: 64.91
HOMO-LUMO gap in eV: 9.45
Max |F| in eV/Å: 5.368
Charge: 0

Each line ends with the natural charge from an NBO analysis.
Atoms and positions in Å:
C  1.36  1.30  -0.08  -0.639
C  0.08  0.56  0.26  -0.048
C  -0.13  -0.65  1.19  -0.223
C  -0.73  -1.69  0.56  -0.195
C  -0.75  -1.26  -0.95  -0.215
C  -0.51  0.03  -1.06  -0.207
H  1.25  1.90  -1.08  0.247
H  1.71  2.07  0.75  0.241
H  2.07  0.28  0.09  0.234
H  -0.62  -0.37  2.44  0.238
H  -1.21  -2.64  0.88  0.237
H  -0.97  -1.94  -1.76  0.216
H  -0.49  0.46  -2.03  0.223
Cl  -1.06  1.95  0.79  -0.111

---

Formula: C6H7Cl2F6N3O8ReS2
Source: the OMol25 dataset
Level of theory: the ωB97M-V functional and the def2-TZVPD basis

Computed properties:
LUMO (alpha / beta) in eV: -9.7 / -9.4
Spin multiplicity: 2
<S²>: 1.13
HOMO (alpha / beta) in Eh: -0.6188 / -0.6217
Energy relative to the best compared isomer or geometry (same formula, charge and spin) in kcal per mole: 1.37
HOMO-LUMO gap (alpha / beta) in eV: 7.19 / 7.57
Max |F| in eV/Å: 0.523
Charge: +2

Each line ends with the natural charge from an NBO analysis.
Atoms and positions in Å:
Re  0.18  -0.56  0.53  1.892
C  0.52  4.48  1.83  -0.280
O  0.60  3.46  0.79  -0.392
C  0.40  2.23  1.04  0.937
O  0.50  1.39  0.09  -0.618
N  0.10  1.77  2.27  -0.467
N  -0.20  0.38  2.36  -0.597
H  0.78  5.40  1.33  0.264
H  1.25  4.26  2.61  0.214
H  -0.50  4.53  2.21  0.213
H  -0.16  2.36  3.05  0.449
H  -1.22  0.29  2.53  0.464
H  0.36  -0.05  3.11  0.453
F  0.59  -5.46  1.56  -0.250
C  1.00  -4.60  2.46  0.853
F  0.08  -4.33  3.35  -0.267
F  2.13  -4.96  3.01  -0.253
S  1.32  -2.97  1.57  2.134
O  0.03  -2.61  0.87  -0.901
O  1.61  -1.87  2.49  -0.918
N  2.43  -3.28  0.54  -1.128
S  2.93  -2.12  -0.41  2.173
O  1.91  -0.95  -0.35  -0.933
O  3.25  -2.52  -1.72  -0.763
C  4.43  -1.33  0.42  0.813
F  5.18  -0.84  -0.53  -0.252
F  5.05  -2.26  1.10  -0.261
F  4.00  -0.37  1.23  -0.294
Cl  -3.52  0.12  -2.03  0.082
C  -3.96  -0.18  -0.36  -0.350
Cl  -4.44  -1.86  -0.06  0.080
C  -2.78  0.05  0.56  0.801
O  -2.81  0.63  1.60  -0.543
O  -1.61  -0.51  0.11  -0.634
H  -4.77  0.48  -0.07  0.279

---

Formula: C6H7Cl2P
Source: the OMol25 dataset
Level of theory: the ωB97M-V functional and the def2-TZVPD basis

Computed properties:
LUMO in eV: -0.5
HOMO in Eh: -0.3154
Energy relative to the best compared isomer or geometry (same formula, charge and spin) in kcal per mole: 44.70
HOMO-LUMO gap in eV: 8.08
Max |F| in eV/Å: 3.275
Charge: 0

Each line ends with the natural charge from an NBO analysis.
Atoms and positions in Å:
C  -0.75  -0.73  0.04  -0.186
C  1.44  0.15  -0.03  -0.608
C  -1.09  -0.44  1.28  -0.052
C  0.15  0.25  -0.75  -0.326
C  -0.59  0.71  2.04  -0.401
C  0.29  -0.06  -2.22  -0.605
P  1.82  0.49  1.55  0.645
Cl  -1.79  -1.86  2.15  -0.039
Cl  -0.92  0.72  3.76  0.003
H  -0.64  -1.67  -0.58  0.238
H  2.26  -0.07  -0.60  0.217
H  -0.27  1.25  -0.57  0.229
H  -0.94  1.66  1.70  0.229
H  -0.65  -0.57  -2.56  0.223
H  1.09  -0.72  -2.40  0.208
H  0.58  0.90  -2.82  0.226

---

Formula: C6H7ClN3O
Source: the OMol25 dataset
Level of theory: the ωB97M-V functional and the def2-TZVPD basis

Computed properties:
LUMO (alpha / beta) in eV: -6.0 / -6.0
HOMO (alpha / beta) in Eh: -0.4638 / -0.4638
Energy relative to the best compared isomer or geometry (same formula, charge and spin) in kcal per mole: 34.33
HOMO-LUMO gap (alpha / beta) in eV: 6.57 / 6.57
Max |F| in eV/Å: 4.946
Charge: +1

Each line ends with the natural charge from an NBO analysis.
Atoms and positions in Å:
C  -1.81  -1.73  -0.19  -0.079
C  -3.16  -1.48  -0.11  -0.316
C  -1.15  -0.47  -0.09  0.138
C  -3.24  -0.13  0.14  0.363
C  0.82  1.13  -0.11  -0.353
C  0.25  -0.19  0.05  0.110
N  3.02  0.63  0.46  0.025
N  2.20  1.13  -0.38  -0.347
N  4.28  0.72  0.30  -0.538
O  -2.07  0.47  0.22  -0.368
Cl  -4.64  0.76  0.35  0.191
H  -1.41  -2.59  -0.74  0.268
H  -4.00  -2.11  -0.08  0.272
H  0.23  1.55  -1.04  0.285
H  0.43  1.78  0.72  0.273
H  0.92  -1.05  -0.01  0.249
H  4.55  1.15  -0.61  0.400
H  4.76  0.44  1.14  0.426

---

Formula: C6H7F
Source: the OMol25 dataset
Level of theory: the ωB97M-V functional and the def2-TZVPD basis

Computed properties:
LUMO in eV: 0.8
HOMO in Eh: -0.3289
Energy relative to the best compared isomer or geometry (same formula, charge and spin) in kcal per mole: 80.21
HOMO-LUMO gap in eV: 9.76
Max |F| in eV/Å: 8.994
Charge: 0

Each line ends with the natural charge from an NBO analysis.
Atoms and positions in Å:
C  1.87  -0.45  -0.04  0.062
C  0.55  0.04  -0.19  -0.136
C  0.07  1.27  -0.04  -0.198
C  -1.56  1.10  0.01  -0.151
C  -1.87  -0.16  0.15  -0.222
C  -0.55  -0.82  -0.02  -0.438
H  1.72  -0.88  1.22  0.168
H  2.16  -1.37  -0.68  0.211
H  0.62  2.24  -0.11  0.224
H  -2.14  1.81  0.08  0.171
H  -2.84  -0.55  -0.13  0.227
H  -0.72  -1.25  -1.03  0.243
H  -0.09  -1.67  0.73  0.212
F  2.78  0.70  0.05  -0.373

---

Formula: C6H7F3N2O2
Source: the OMol25 dataset
Level of theory: the ωB97M-V functional and the def2-TZVPD basis

Computed properties:
LUMO (alpha / beta) in eV: 0.5 / -2.9
Spin multiplicity: 3
<S²>: 2.02
HOMO (alpha / beta) in Eh: -0.1929 / -0.3589
HOMO-LUMO gap (alpha / beta) in eV: 5.76 / 6.90
Max |F| in eV/Å: 4.615
Charge: 0

Each line ends with the natural charge from an NBO analysis.
Atoms and positions in Å:
C  0.26  0.94  -0.38  0.075
C  -0.29  0.90  2.87  0.469
C  0.96  -0.43  -0.48  -0.532
C  0.50  -1.24  -1.61  0.419
C  0.20  1.90  -1.53  -0.634
C  -0.47  -2.39  -1.17  0.898
N  -0.46  1.34  0.60  -0.063
N  -0.83  0.75  1.74  -0.359
O  -0.90  0.48  3.94  -0.591
O  0.83  -1.16  -2.80  -0.517
F  -1.35  -2.70  -2.12  -0.300
F  0.35  -3.47  -0.94  -0.335
F  -1.07  -2.09  0.01  -0.326
H  0.68  1.38  3.27  0.173
H  2.03  -0.14  -0.37  0.230
H  0.63  -0.93  0.56  0.241
H  -0.30  1.59  -2.41  0.228
H  1.21  2.30  -1.77  0.214
H  -0.27  2.83  -1.10  0.218
H  -1.70  0.13  3.68  0.492

---

Formula: C6H7F7O6PS
Source: the OMol25 dataset
Level of theory: the ωB97M-V functional and the def2-TZVPD basis

Computed properties:
LUMO in eV: -4.6
HOMO in Eh: -0.5370
HOMO-LUMO gap in eV: 9.99
Max |F| in eV/Å: 2.731
Charge: +1

Each line ends with the natural charge from an NBO analysis.
Atoms and positions in Å:
O  -0.04  -1.74  -0.40  -0.995
P  0.52  -0.83  -1.36  2.261
O  0.50  -1.34  -2.84  -0.928
O  2.00  -0.40  -1.08  -0.939
S  -0.49  1.11  -1.27  0.182
C  -2.35  0.94  -1.06  0.606
F  -2.59  0.80  0.23  -0.257
F  -2.76  2.15  -1.46  -0.277
C  -3.07  -0.11  -1.96  0.536
F  -2.52  0.03  -3.18  -0.308
F  -4.34  0.29  -2.03  -0.259
C  -3.03  -1.61  -1.53  0.931
F  -2.84  -1.73  -0.23  -0.282
F  -2.06  -2.22  -2.20  -0.291
F  -4.19  -2.16  -1.87  -0.279
H  0.45  -0.61  -3.47  0.521
H  1.98  0.43  -0.56  0.539
H  -0.41  1.64  -2.50  0.223
C  2.47  0.57  3.86  -0.102
C  2.89  -0.38  2.77  -0.101
O  2.34  0.26  1.60  -0.523
C  2.17  1.56  1.87  0.979
O  1.86  2.35  1.02  -0.621
O  2.37  1.83  3.16  -0.462
H  3.18  0.65  4.67  0.224
H  1.49  0.33  4.27  0.198
H  3.98  -0.43  2.65  0.201
H  2.50  -1.39  2.88  0.221

---

Formula: C6H7F9Si
Source: the OMol25 dataset
Level of theory: the ωB97M-V functional and the def2-TZVPD basis

Computed properties:
LUMO in eV: 0.8
HOMO in Eh: -0.4207
HOMO-LUMO gap in eV: 12.27
Max |F| in eV/Å: 0.422
SMILES string: FC(F)(F)C(F)(F)C(F)(F)C(F)(F)CC[SiH3]
Charge: 0

Each line ends with the natural charge from an NBO analysis.
Atoms and positions in Å:
F  3.01  -2.46  -0.09  -0.294
C  2.15  -1.52  -0.44  0.923
F  0.92  -1.92  -0.09  -0.309
F  2.17  -1.38  -1.77  -0.302
C  2.55  -0.18  0.25  0.557
F  2.69  -0.40  1.57  -0.290
F  3.76  0.14  -0.25  -0.298
C  1.64  1.08  0.02  0.581
F  2.31  2.10  0.59  -0.294
F  1.60  1.30  -1.32  -0.315
C  0.17  1.06  0.58  0.652
F  0.11  0.19  1.64  -0.332
F  -0.07  2.30  1.10  -0.325
C  -0.89  0.75  -0.46  -0.463
C  -2.30  0.65  0.18  -0.854
Si  -3.12  -1.02  -0.04  0.879
H  -0.85  1.56  -1.18  0.244
H  -0.61  -0.17  -0.99  0.226
H  -2.95  1.40  -0.27  0.245
H  -2.24  0.91  1.24  0.253
H  -2.14  -2.10  0.19  -0.163
H  -3.68  -1.13  -1.40  -0.165
H  -4.23  -1.16  0.93  -0.159

---

Formula: C6H7FN2O3
Source: the OMol25 dataset
Level of theory: the ωB97M-V functional and the def2-TZVPD basis

Computed properties:
LUMO in eV: 0.1
HOMO in Eh: -0.2820
Energy relative to the best compared isomer or geometry (same formula, charge and spin) in kcal per mole: 137.16
HOMO-LUMO gap in eV: 7.80
Max |F| in eV/Å: 4.004
Charge: 0

Each line ends with the natural charge from an NBO analysis.
Atoms and positions in Å:
C  -1.18  -2.02  1.75  -0.312
C  0.16  -2.44  1.54  -0.233
C  -1.58  -0.84  1.21  0.053
C  1.01  -1.59  0.92  0.362
C  0.57  -0.28  0.50  0.300
C  0.76  1.93  -1.93  0.277
N  -0.78  -0.05  0.45  -0.522
N  1.38  0.74  0.21  0.268
O  2.71  0.64  -0.10  -0.541
O  0.86  1.85  -0.07  -0.524
O  0.31  0.84  -2.34  -0.696
F  2.25  -1.99  0.67  -0.287
H  -1.95  -2.58  2.23  0.238
H  0.56  -3.30  2.00  0.238
H  -2.63  -0.43  1.32  0.222
H  2.97  1.25  -0.87  0.497
H  0.16  2.76  -1.85  0.125
H  1.86  2.04  -1.87  0.060
H  -0.97  0.83  -0.07  0.475

---

Formula: C6H7FO
Source: the OMol25 dataset
Level of theory: the ωB97M-V functional and the def2-TZVPD basis

Computed properties:
LUMO in eV: 0.8
HOMO in Eh: -0.3231
Energy relative to the best compared isomer or geometry (same formula, charge and spin) in kcal per mole: 47.82
HOMO-LUMO gap in eV: 9.55
Max |F| in eV/Å: 2.037
Charge: 0

Each line ends with the natural charge from an NBO analysis.
Atoms and positions in Å:
C  0.89  -0.56  -0.27  0.136
C  0.42  0.48  0.81  -0.268
C  0.06  1.35  -0.42  -0.365
C  -0.38  -0.02  -0.99  -0.317
C  -1.44  -0.42  0.03  0.428
C  -0.95  -0.08  1.21  -0.325
H  1.91  -2.10  0.32  0.475
H  1.81  -0.24  -0.82  0.161
H  1.09  0.83  1.58  0.213
H  -0.72  2.11  -0.30  0.216
H  0.91  1.77  -0.99  0.203
H  -0.55  -0.17  -2.08  0.226
H  -1.36  -0.15  2.19  0.229
O  0.98  -1.91  -0.02  -0.705
F  -2.65  -0.89  -0.27  -0.308

---

Formula: C6H7I2NS2
Source: the OMol25 dataset
Level of theory: the ωB97M-V functional and the def2-TZVPD basis

Computed properties:
LUMO (alpha / beta) in eV: -0.6 / -0.7
HOMO (alpha / beta) in Eh: -0.2960 / -0.3062
Energy relative to the best compared isomer or geometry (same formula, charge and spin) in kcal per mole: 80.65
HOMO-LUMO gap (alpha / beta) in eV: 7.45 / 7.60
Max |F| in eV/Å: 6.011
Charge: 0

Each line ends with the natural charge from an NBO analysis.
Atoms and positions in Å:
C  2.44  1.22  1.44  -0.034
C  0.66  -0.96  -1.02  -0.312
C  1.34  0.24  -0.68  -0.464
C  0.47  1.28  0.34  -0.155
C  -1.65  -0.23  -0.11  -0.276
C  -2.44  -1.48  -0.05  -0.722
N  1.30  1.77  1.41  -0.500
S  2.85  -0.02  0.29  0.299
S  -0.95  0.58  1.28  0.335
I  3.79  1.76  3.00  0.181
I  -2.38  1.14  -1.75  0.043
H  0.24  -1.17  -2.07  0.222
H  0.33  -1.68  -0.27  0.213
H  1.63  1.00  -1.37  0.246
H  0.14  2.17  -0.25  0.237
H  -1.98  -2.20  0.82  0.232
H  -2.37  -2.06  -1.13  0.234
H  -3.43  -1.38  0.11  0.221

---

Formula: C6H7IN2O2
Source: the OMol25 dataset
Level of theory: the ωB97M-V functional and the def2-TZVPD basis

Computed properties:
LUMO in eV: -0.3
HOMO in Eh: -0.2901
Energy relative to the best compared isomer or geometry (same formula, charge and spin) in kcal per mole: 146.22
HOMO-LUMO gap in eV: 7.64
Max |F| in eV/Å: 4.339
Charge: 0

Each line ends with the natural charge from an NBO analysis.
Atoms and positions in Å:
C  -0.84  -1.55  0.93  -0.317
C  -0.11  -1.37  2.15  -0.332
C  -0.74  -0.70  -0.11  0.080
C  0.44  -0.30  2.69  -0.182
C  0.13  1.14  1.05  0.116
C  0.25  1.14  -1.44  -0.419
N  -0.09  0.50  -0.11  -0.420
N  -1.02  1.59  1.80  0.488
O  -0.79  2.45  2.66  -0.417
O  -2.09  1.05  1.58  -0.391
I  1.70  0.29  4.24  0.276
H  -1.44  -2.49  0.85  0.235
H  -0.07  -2.32  2.65  0.232
H  -1.05  -0.87  -1.09  0.192
H  0.86  1.82  0.94  0.203
H  0.39  2.18  -1.39  0.217
H  1.35  1.07  -1.65  0.214
H  -0.53  0.85  -2.14  0.227